1.
Entry from the Open Molecules 2025 dataset: a molecular structure, C34H47BaN6O10S2 (the ωB97M-V functional and the def2-TZVPD basis).

```
100
Properties=species:S:1:pos:R:3
Ba 0.027 -1.840 1.030
C 1.931 2.573 -4.650
C 1.358 1.331 -3.974
C -0.180 1.275 -3.957
C -1.000 2.281 -3.126
C -2.437 1.763 -3.081
C -0.968 3.695 -3.713
N -0.475 2.314 -1.715
C -1.186 3.219 -0.770
C -1.931 2.522 0.361
N -1.109 1.906 1.399
C -2.042 1.240 2.333
C -1.415 0.431 3.494
O -1.800 0.673 4.635
O -0.588 -0.469 3.139
C -0.223 2.892 2.068
C -0.852 3.592 3.278
C 1.138 2.273 2.410
C 2.324 2.599 1.486
C 3.552 1.940 2.130
C 2.571 4.107 1.408
N 2.047 2.110 0.104
C 3.246 1.730 -0.653
C 3.053 1.778 -2.168
N 1.894 1.037 -2.637
C 1.920 -0.392 -2.377
C 0.594 -0.951 -1.856
O 0.299 -2.128 -2.016
O -0.080 -0.143 -1.096
H 1.480 2.675 -5.638
H 3.008 2.474 -4.783
H 1.749 3.499 -4.109
H 1.639 0.495 -4.635
H -0.470 0.274 -3.636
H -0.537 1.366 -4.987
H -2.823 1.688 -4.098
H -3.096 2.431 -2.525
H -2.474 0.773 -2.625
H -1.043 3.643 -4.799
H -0.048 4.221 -3.463
H -1.804 4.297 -3.357
H -0.377 1.287 -1.364
H 0.520 2.559 -1.715
H -1.904 3.812 -1.331
H -0.439 3.909 -0.389
H -2.568 1.739 -0.061
H -2.619 3.278 0.784
H -2.636 0.524 1.756
H -2.740 1.966 2.769
H -0.044 3.689 1.351
H -1.030 2.910 4.110
H -1.805 4.061 3.018
H -0.176 4.382 3.610
H 1.020 1.189 2.480
H 1.430 2.600 3.412
H 3.665 2.316 3.149
H 4.473 2.175 1.594
H 3.451 0.857 2.166
H 2.722 4.523 2.407
H 1.739 4.630 0.935
H 3.469 4.318 0.822
H 1.437 1.298 0.159
H 3.634 0.756 -0.335
H 4.035 2.454 -0.441
H 3.996 1.439 -2.632
H 2.921 2.825 -2.443
H 2.620 -0.619 -1.566
H 2.253 -0.974 -3.245
O -0.432 -4.449 1.791
S -1.724 -4.662 1.132
O -1.723 -5.642 0.084
N -2.354 -3.272 0.682
C -3.384 -2.880 1.492
O -3.954 -1.804 1.442
C -3.755 -3.954 2.489
C -4.773 -3.931 3.424
C -4.925 -5.040 4.246
C -4.074 -6.139 4.133
C -3.045 -6.154 3.200
C -2.913 -5.042 2.393
H -5.414 -3.063 3.501
H -5.711 -5.055 4.990
H -4.215 -6.990 4.788
H -2.374 -6.998 3.110
O 3.867 -1.175 1.358
C 3.726 -2.331 0.952
N 2.596 -2.718 0.311
S 2.513 -4.126 -0.476
O 3.423 -4.096 -1.623
O 3.297 -5.149 0.642
C 4.511 -4.711 1.076
C 5.472 -5.662 1.404
C 6.706 -5.250 1.870
C 6.995 -3.894 2.012
C 6.030 -2.957 1.695
C 4.781 -3.350 1.225
H 5.230 -6.708 1.277
H 7.455 -5.991 2.120
H 7.964 -3.578 2.375
H 6.208 -1.896 1.814
```

Summary:
Highest occupied orbital energy in eV: -6.21
Total energy in eV: -87807.6378
Net charge: -1

---

2.
Entry from the Open Molecules 2025 dataset: 3 unconnected molecules or ions with the total composition C2H3F3O (the ωB97M-V functional and the def2-TZVPD basis).

```
9
Properties=species:S:1:pos:R:3
C 1.687 1.145 -0.754
C -0.789 -0.115 0.389
O 2.388 0.687 0.026
F -0.242 1.110 0.706
F -0.854 -0.259 -0.937
F 2.381 -1.046 0.267
H -0.060 -0.822 0.743
H 0.950 1.236 -1.619
H -1.922 -0.142 0.875
```

Summary:
Highest occupied orbital energy (spin up / spin down) in eV: -9.41 / -9.38
Total energy in eV: -12317.1293

---

3.
Entry from the Open Molecules 2025 dataset: a molecular structure, C14H31As2F12INO4Ti (the ωB97M-V functional and the def2-TZVPD basis).

```
66
Properties=species:S:1:pos:R:3
Ti 9.685 9.133 11.132
I 7.685 7.689 12.348
As 9.475 6.629 8.176
F 9.440 7.828 6.866
F 9.435 7.919 9.402
F 9.576 5.527 9.562
F 9.475 5.248 7.060
F 11.289 6.705 8.264
F 7.676 6.732 8.216
As 12.035 10.818 8.764
F 10.976 10.164 10.126
F 12.546 12.154 9.775
F 13.103 11.358 7.429
F 11.528 9.463 7.690
F 10.630 11.793 8.222
F 13.428 9.908 9.444
C 11.024 8.597 14.580
C 10.256 9.918 14.193
N 10.383 10.376 12.775
C 11.684 11.124 12.769
C 12.981 10.307 12.567
C 9.372 11.501 12.816
C 9.415 12.489 11.601
H 12.112 8.564 14.522
H 10.622 7.692 14.124
H 10.859 8.433 15.645
H 9.197 9.806 14.426
H 10.564 10.716 14.869
H 11.787 11.808 11.927
H 11.781 11.737 13.666
H 13.465 10.196 13.537
H 12.804 9.306 12.174
H 13.608 10.901 11.902
H 9.295 12.137 13.698
H 8.397 11.017 12.756
H 9.888 12.107 10.696
H 9.859 13.433 11.918
H 8.442 12.860 11.280
O 11.093 7.589 11.415
C 11.588 6.477 11.513
O 12.760 6.038 11.045
C 13.585 6.788 10.263
C 14.928 7.091 10.986
C 11.039 5.389 12.372
H 13.104 7.621 9.750
H 13.738 6.149 9.393
H 14.730 7.569 11.946
H 15.481 7.894 10.498
H 15.561 6.206 11.036
H 9.979 5.479 12.608
H 11.567 5.220 13.310
H 11.174 4.478 11.790
O 8.207 10.300 10.060
C 7.188 10.758 9.481
O 6.973 10.905 8.164
C 7.723 10.233 7.174
C 7.619 10.883 5.814
C 5.886 10.944 10.252
H 7.253 9.251 7.107
H 8.774 10.255 7.458
H 6.686 10.541 5.365
H 8.466 10.551 5.215
H 7.755 11.960 5.905
H 5.591 11.994 10.265
H 5.983 10.621 11.289
H 5.187 10.344 9.669
```

Summary:
Highest occupied orbital energy (spin up / spin down) in eV: -9.69 / -9.72
Total energy in eV: -210213.0634
Spin multiplicity: 2

---

4.
Entry from the Open Molecules 2025 dataset: a molecular structure, C30H42F9N8OS3Ti (the ωB97M-V functional and the def2-TZVPD basis).

```
94
Properties=species:S:1:pos:R:3
Ti -0.811 -0.097 -0.838
C 4.040 -2.531 0.182
C 4.067 -3.516 -0.983
S 3.757 -2.665 -2.548
C 2.626 -3.764 -3.437
C 1.545 -4.484 -2.639
S 0.420 -3.441 -1.652
C 0.747 -4.044 0.030
C 1.455 -3.130 1.052
S 2.446 -1.740 0.483
H 4.736 -1.709 -0.006
H 4.378 -3.032 1.092
H 3.302 -4.274 -0.832
H 5.033 -4.025 -1.014
H 3.193 -4.512 -3.997
H 2.155 -3.103 -4.167
H 1.975 -5.249 -1.992
H 0.934 -5.024 -3.366
H 1.274 -4.994 -0.072
H -0.231 -4.278 0.451
H 2.075 -3.741 1.714
H 0.696 -2.662 1.677
C -4.312 1.043 0.326
C -3.647 2.362 0.709
C -3.909 2.671 2.183
C -4.182 3.500 -0.162
C -2.116 2.341 0.524
N -1.586 1.368 -0.044
H -5.387 1.093 0.532
H -3.889 0.208 0.888
H -4.177 0.824 -0.734
H -4.983 2.764 2.374
H -3.416 3.602 2.469
H -3.522 1.870 2.818
H -5.261 3.616 -0.024
H -3.995 3.294 -1.219
H -3.691 4.441 0.094
C 1.242 3.384 1.564
N 1.540 1.954 1.673
C 2.986 1.779 1.679
N 3.629 2.505 2.789
C 3.279 3.922 2.661
N 1.835 4.155 2.670
C 1.297 3.617 3.923
N 1.586 2.190 4.091
C 1.002 1.476 2.942
C 3.038 2.011 4.039
H 0.157 3.513 1.556
H 1.655 3.760 0.625
H 3.393 2.146 0.732
H 3.216 0.716 1.770
H 3.691 4.301 1.722
H 3.733 4.474 3.489
H 0.215 3.760 3.929
H 1.733 4.167 4.762
H -0.079 1.630 2.939
H 1.218 0.409 3.041
H 3.266 0.947 4.137
H 3.492 2.546 4.878
N 0.760 2.311 -1.547
C 1.551 2.916 -2.443
C 2.485 1.984 -2.844
C 2.159 0.817 -2.134
N 1.115 1.034 -1.347
H -0.038 2.654 -1.013
H 1.395 3.944 -2.724
H 3.276 2.120 -3.560
H 2.596 -0.169 -2.175
N -1.134 -1.437 0.235
C -1.704 -1.989 1.340
C -1.568 -1.410 2.619
C -2.148 -1.983 3.739
C -2.885 -3.159 3.638
C -3.036 -3.745 2.386
C -2.462 -3.178 1.260
H -1.009 -0.487 2.698
H -2.026 -1.503 4.703
H -3.339 -3.603 4.515
H -3.617 -4.655 2.285
H -2.597 -3.624 0.281
F -0.516 -2.351 -4.494
C -1.754 -1.837 -4.444
F -2.461 -2.581 -3.597
F -2.291 -1.997 -5.669
C -1.711 -0.346 -3.977
O -1.132 -0.250 -2.780
C -0.885 0.497 -5.003
F -0.802 1.772 -4.609
F -1.401 0.497 -6.245
F 0.367 0.034 -5.094
C -3.172 0.212 -3.898
F -3.166 1.494 -3.518
F -3.834 0.144 -5.068
F -3.883 -0.465 -2.996
```

Summary:
Highest occupied orbital energy (spin up / spin down) in eV: -2.99 / -2.98
Total energy in eV: -125841.3055
Net charge: -1

---

5.
Entry from the Open Molecules 2025 dataset: a single C8H11N3O molecule (the ωB97M-V functional and the def2-TZVPD basis).

```
23
Properties=species:S:1:pos:R:3
H 0.400 0.947 -2.664
N -0.571 1.116 -2.514
C -0.899 0.677 -1.380
C -2.325 0.778 -0.808
C -2.793 0.131 0.271
C -1.684 -0.465 1.122
C -0.450 -0.926 0.428
C -0.753 -2.022 -0.484
N -0.953 -2.813 -1.282
C 0.217 0.264 -0.396
N 0.841 1.332 0.428
O 1.203 -0.196 -1.225
C 2.281 -0.865 -0.612
H -3.064 1.168 -1.510
H -3.796 0.162 0.635
H -1.304 0.257 1.909
H -2.052 -1.398 1.639
H 0.375 -1.312 1.071
H 1.381 1.930 -0.230
H 0.114 1.966 0.879
H 3.286 -0.380 -0.784
H 2.401 -1.839 -0.956
H 2.033 -0.772 0.429
```

Summary:
Highest occupied orbital energy in eV: -9.59
Total energy in eV: -14989.8017

---

6.
Entry from the Open Molecules 2025 dataset: a molecular structure, C13H25HgIP2 (the ωB97M-V functional and the def2-TZVPD basis).

```
42
Properties=species:S:1:pos:R:3
C 0.477 -1.209 -4.783
C 0.374 0.355 -4.820
H 1.523 -1.523 -4.723
H 0.074 -1.578 -5.735
H -0.099 -1.770 -4.025
H 0.831 0.899 -3.983
H 0.968 0.697 -5.675
H -0.640 0.711 -5.007
Hg -0.245 -0.320 -2.440
C -0.956 1.698 -2.205
H -0.089 2.359 -2.102
H -1.617 1.795 -1.339
H -1.495 1.928 -3.129
I -0.014 -2.690 -1.172
C 2.772 0.235 2.603
P 1.353 -0.638 1.812
C 1.951 -2.375 1.911
C 0.196 -0.635 3.253
C 0.491 -1.209 4.488
C -0.427 -1.107 5.542
C -1.632 -0.427 5.354
C -1.934 0.156 4.123
C -1.027 0.059 3.066
P -1.241 0.848 1.408
C -3.041 1.174 1.424
C -0.628 2.534 1.829
H 3.542 0.368 1.833
H 3.168 -0.355 3.438
H 2.443 1.220 2.957
H 2.274 -2.630 2.927
H 1.136 -3.030 1.581
H 2.784 -2.482 1.206
H 1.438 -1.729 4.639
H -0.186 -1.567 6.498
H -2.338 -0.345 6.182
H -2.882 0.683 4.002
H -3.311 1.878 2.224
H -3.324 1.599 0.449
H -3.578 0.225 1.562
H -1.201 2.938 2.675
H 0.438 2.500 2.088
H -0.759 3.178 0.948
```

Summary:
Highest occupied orbital energy in eV: -7.40
Total energy in eV: -44738.8637

---

7.
Entry from the Open Molecules 2025 dataset: a molecular structure, C35H42F5N3O8SnTe (the ωB97M-V functional and the def2-TZVPD basis).

```
95
Properties=species:S:1:pos:R:3
Sn -0.143 -0.103 0.468
C 4.624 -2.406 -0.582
C 4.043 -1.010 -0.328
C 4.702 0.009 -1.263
C 4.171 -0.597 1.128
C 5.392 -0.126 1.592
C 5.537 0.334 2.888
C 4.433 0.343 3.720
C 3.194 -0.138 3.308
C 2.052 -0.032 4.304
C 1.352 -1.366 4.584
C 1.058 1.038 3.847
C 3.056 -0.649 2.002
N 1.860 -1.213 1.517
C 1.846 -2.544 1.424
O 2.642 -3.346 1.931
C 0.791 -3.083 0.486
C 0.483 -4.428 0.407
C -0.352 -4.856 -0.615
C -0.783 -3.950 -1.570
C -0.443 -2.618 -1.416
N 0.298 -2.211 -0.392
C -0.869 -1.557 -2.402
O -1.059 -1.886 -3.582
N -0.939 -0.349 -1.856
C -1.346 0.747 -2.641
C -2.706 0.966 -2.933
C -3.059 2.076 -3.690
C -2.108 2.969 -4.153
C -0.773 2.751 -3.858
C -0.377 1.657 -3.101
C 1.089 1.414 -2.814
C 1.859 2.702 -2.515
C 1.711 0.644 -3.982
C -3.772 0.006 -2.446
C -4.169 -0.963 -3.567
C -5.004 0.718 -1.886
H 4.425 -2.717 -1.611
H 4.174 -3.130 0.095
H 5.706 -2.403 -0.419
H 2.977 -1.036 -0.563
H 5.791 -0.019 -1.180
H 4.360 1.018 -1.029
H 4.443 -0.215 -2.299
H 6.249 -0.117 0.927
H 6.497 0.689 3.246
H 4.536 0.735 4.727
H 2.497 0.310 5.247
H 0.708 -1.656 3.757
H 0.739 -1.281 5.484
H 2.093 -2.153 4.736
H 0.575 0.718 2.928
H 1.578 1.980 3.659
H 0.281 1.205 4.594
H 0.882 -5.096 1.155
H -0.651 -5.895 -0.674
H -1.402 -4.236 -2.408
H -4.105 2.250 -3.918
H -2.409 3.830 -4.740
H -0.030 3.448 -4.229
H 1.153 0.787 -1.922
H 2.010 3.299 -3.418
H 2.840 2.462 -2.101
H 1.313 3.298 -1.783
H 1.684 1.249 -4.892
H 1.146 -0.272 -4.161
H 2.749 0.380 -3.766
H -3.343 -0.580 -1.633
H -4.688 -0.431 -4.371
H -4.833 -1.736 -3.172
H -3.280 -1.440 -3.978
H -5.567 1.241 -2.665
H -4.708 1.431 -1.119
H -5.667 -0.018 -1.427
O -2.863 4.958 0.230
C -2.103 3.996 0.793
O -1.261 3.426 0.163
C -2.214 3.887 2.318
O -1.842 2.643 2.880
C -2.782 1.544 2.933
C -3.514 1.178 1.625
O -4.122 2.089 1.069
O -3.500 -0.020 1.117
H -3.692 5.030 0.715
H -3.212 4.180 2.661
H -1.474 4.595 2.705
H -3.558 1.792 3.666
H -2.200 0.710 3.294
F -2.414 -3.704 1.731
Te -2.886 -1.827 2.009
F -2.653 -2.630 3.788
F -4.641 -2.524 1.680
F -4.063 -0.867 3.308
F -2.820 -2.065 0.085
O -1.197 -1.240 2.139
```

Summary:
Highest occupied orbital energy in eV: -3.07
Total energy in eV: -84545.1003
Net charge: -2

---

8.
Entry from the Open Molecules 2025 dataset: 4 unconnected molecules or ions with the total composition C2H11NO3 (the ωB97M-V functional and the def2-TZVPD basis).

```
17
Properties=species:S:1:pos:R:3
C -1.521 2.115 0.408
N -1.249 0.939 0.013
C -2.458 0.019 -0.352
H -0.900 2.475 1.337
H -2.249 2.775 0.274
H -2.997 0.618 -1.179
H -3.060 -0.157 0.647
H -2.074 -0.896 -0.712
O -1.343 -1.606 2.134
H -0.569 -0.948 1.891
H -0.938 -2.026 2.975
O 0.519 -1.349 -0.248
H 0.080 -0.485 0.048
H 0.542 -1.609 -1.166
O 6.296 -0.247 -2.193
H 6.585 0.689 -1.934
H 5.338 -0.308 -1.942
```

Summary:
Highest occupied orbital energy in eV: -9.66
Total energy in eV: -9882.0589

---

M, respectively: 901.24, 100.04, 830.00, 845.77, 165.20, 570.79, 974.04, 97.11 g/mol.